(1)
A 2-piece molecular cluster, C5H12O overall at a distorted geometry. Source: OMol25; level of theory: ωB97M-V/def2-TZVPD.

As for the LUMO energy: 1.0 eV. The calculation puts the HOMO energy at -10.05 eV.

The geometry in ORCA input format:
```
! wB97M-V def2-TZVPD RIJCOSX def2/J DEFGRID3
* xyz 0 1
C 2.81264 0.61349 -0.81207
C 2.71994 -0.14708 0.48938
O 1.85587 0.07415 1.29951
H 2.13474 0.16879 -1.54571
H 3.79470 0.50381 -1.24357
H 2.53869 1.63558 -0.56891
H 3.54340 -0.83431 0.76016
C -1.90024 -0.32180 -1.09273
C -2.07737 0.39775 0.26580
C -1.34914 -0.35738 1.36542
H -0.86243 -0.63637 -1.25634
H -2.20028 0.27113 -1.95556
H -2.44570 -1.26199 -1.04829
H -3.16290 0.38639 0.31201
H -1.71909 1.42745 0.17434
H -1.62080 -0.11113 2.39164
H -1.78471 -1.36085 1.23165
H -0.27732 -0.44762 1.23325
*
```

Need the natural (NBO) charges? In units of e they are: number 1, C, carries -0.73; number 2, C, carries 0.44; number 3, O, carries -0.53; number 4, H, carries 0.24; number 5, H, carries 0.22; number 6, H, carries 0.24; number 7, H, carries 0.11; number 8, C, carries -0.60; number 9, C, carries -0.39; number 10, C, carries -0.62; number 11, H, carries 0.19; number 12, H, carries 0.21; number 13, H, carries 0.20; number 14, H, carries 0.20; number 15, H, carries 0.19; number 16, H, carries 0.21; number 17, H, carries 0.19; number 18, H, carries 0.23

=====

(2)
C5H12O as an isolated structure at a distorted geometry. Source: OMol25; level of theory: ωB97M-V/def2-TZVPD.

As for the LUMO energy: 1.1 eV. The calculation puts the HOMO energy at -9.10 eV.

The geometry in ORCA input format:
```
! wB97M-V def2-TZVPD RIJCOSX def2/J DEFGRID3
* xyz 0 1
C -2.65356 0.30677 -0.38101
C -1.13844 0.21363 -0.62714
C -0.29008 0.19678 0.66020
C 1.24507 -1.11138 0.49337
O 2.44724 -0.53734 0.77763
C 2.49085 0.62423 0.00581
H -2.97812 -0.50645 0.27625
H -3.21400 0.22072 -1.32168
H -2.94671 1.25400 0.08702
H -0.85483 1.02562 -1.31890
H -0.94708 -0.71947 -1.16140
H -0.34540 1.25167 1.07927
H -0.73794 -0.41099 1.42537
H 1.29457 -2.07496 1.05304
H 1.08035 -1.32983 -0.57896
H 3.31562 1.25200 0.35269
H 1.48021 1.02717 0.15386
H 2.58007 0.33377 -1.05014
*
```

Need the natural (NBO) charges? In units of e they are: number 1, C, carries -0.60; number 2, C, carries -0.43; number 3, C, carries -0.48; number 4, C, carries -0.02; number 5, O, carries -0.51; number 6, C, carries -0.27; number 7, H, carries 0.20; number 8, H, carries 0.21; number 9, H, carries 0.20; number 10, H, carries 0.20; number 11, H, carries 0.19; number 12, H, carries 0.21; number 13, H, carries 0.20; number 14, H, carries 0.19; number 15, H, carries 0.14; number 16, H, carries 0.19; number 17, H, carries 0.20; number 18, H, carries 0.16

=====

(3)
An isolated molecule of C5H12O. Source: OMol25; level of theory: ωB97M-V/def2-TZVPD.

As for the LUMO energy: 1.0 eV. The calculation puts the HOMO energy at -9.70 eV.

The geometry in ORCA input format:
```
! wB97M-V def2-TZVPD RIJCOSX def2/J DEFGRID3
* xyz 0 1
C -1.08975 1.80682 -0.17667
O -0.06005 1.16086 0.52762
C 0.24942 -0.18484 0.15685
C -0.94656 -1.11204 0.39074
C 0.72087 -0.26443 -1.29793
C 1.39195 -0.55981 1.09647
H -1.16310 2.81030 0.24983
H -2.06551 1.31191 -0.05740
H -0.87497 1.90800 -1.25117
H -1.76940 -0.90299 -0.30147
H -0.64918 -2.15569 0.24212
H -1.31547 -1.00094 1.41590
H -0.08888 -0.05454 -2.00500
H 1.53027 0.45252 -1.47264
H 1.09662 -1.26946 -1.51798
H 2.24160 0.11311 0.94475
H 1.06900 -0.47124 2.13839
H 1.72313 -1.58756 0.91760
*
```

Need the natural (NBO) charges? In units of e they are: number 1, C, carries -0.25; number 2, O, carries -0.55; number 3, C, carries 0.26; number 4, C, carries -0.64; number 5, C, carries -0.64; number 6, C, carries -0.61; number 7, H, carries 0.19; number 8, H, carries 0.16; number 9, H, carries 0.16; number 10, H, carries 0.21; number 11, H, carries 0.21; number 12, H, carries 0.22; number 13, H, carries 0.21; number 14, H, carries 0.22; number 15, H, carries 0.21; number 16, H, carries 0.22; number 17, H, carries 0.22; number 18, H, carries 0.20

=====

(4)
A 3-piece molecular cluster, C5H12O overall. Source: OMol25; level of theory: ωB97M-V/def2-TZVPD.

As for the LUMO energy: 0.9 eV. The calculation puts the HOMO energy at -9.53 eV.

The geometry in ORCA input format:
```
! wB97M-V def2-TZVPD RIJCOSX def2/J DEFGRID3
* xyz 0 1
C 0.29708 -1.32062 -0.54033
C 0.64824 -0.49017 0.44298
C 1.86309 0.39521 0.34686
C -0.13214 -0.39120 1.72565
H 0.88100 -1.39629 -1.45602
H -0.57713 -1.96268 -0.45928
H 2.28741 0.39721 -0.66220
H 2.64212 0.05987 1.04315
H 1.61422 1.42811 0.62061
H 0.47898 -0.72631 2.57376
H -1.04159 -0.99775 1.69766
H -0.41734 0.64860 1.92761
H -0.30200 3.25854 0.12458
H -0.89924 2.90603 -0.15240
C -1.11733 0.89855 -1.93750
O -2.08112 1.34151 -1.36470
H -1.17667 0.00333 -2.58591
H -0.11686 1.36881 -1.86197
*
```

Need the natural (NBO) charges? In units of e they are: number 1, C, carries -0.44; number 2, C, carries 0.05; number 3, C, carries -0.65; number 4, C, carries -0.65; number 5, H, carries 0.19; number 6, H, carries 0.20; number 7, H, carries 0.21; number 8, H, carries 0.22; number 9, H, carries 0.22; number 10, H, carries 0.22; number 11, H, carries 0.22; number 12, H, carries 0.22; number 13, H, carries -0.03; number 14, H, carries 0.02; number 15, C, carries 0.29; number 16, O, carries -0.52; number 17, H, carries 0.12; number 18, H, carries 0.11

=====

(5)
A 2-piece molecular cluster, C5H12O overall at a distorted geometry. Source: OMol25; level of theory: ωB97M-V/def2-TZVPD.

As for the LUMO energy: 1.0 eV. The calculation puts the HOMO energy at -9.31 eV.

The geometry in ORCA input format:
```
! wB97M-V def2-TZVPD RIJCOSX def2/J DEFGRID3
* xyz 0 1
C 1.78936 -1.02191 1.76612
C 1.45989 -0.37651 0.44614
C 0.24354 -0.08348 0.00481
C 0.03044 0.56577 -1.35068
C -0.80594 1.82933 -1.30047
H 2.84502 -0.93722 1.99628
H 1.51219 -2.06718 1.79455
H 1.26222 -0.56736 2.61123
H 2.34038 -0.19963 -0.16897
H -0.56512 -0.22401 0.71147
H 1.03831 0.78131 -1.68593
H -0.36240 -0.17176 -2.06483
H -1.63732 1.85054 -2.02242
H -0.25784 2.75483 -1.46503
H -1.35962 2.01836 -0.37715
O -2.71149 -1.44810 0.70338
H -2.49923 -0.59846 0.28606
H -2.32239 -2.10452 0.11544
*
```

Need the natural (NBO) charges? In units of e they are: number 1, C, carries -0.65; number 2, C, carries -0.17; number 3, C, carries -0.19; number 4, C, carries -0.44; number 5, C, carries -0.62; number 6, H, carries 0.21; number 7, H, carries 0.22; number 8, H, carries 0.22; number 9, H, carries 0.19; number 10, H, carries 0.19; number 11, H, carries 0.21; number 12, H, carries 0.21; number 13, H, carries 0.21; number 14, H, carries 0.22; number 15, H, carries 0.21; number 16, O, carries -0.93; number 17, H, carries 0.47; number 18, H, carries 0.47

=====

(6)
A 2-piece molecular cluster, C5H12O overall at a distorted geometry. Source: OMol25; level of theory: ωB97M-V/def2-TZVPD.

As for the LUMO energy: 0.9 eV. The calculation puts the HOMO energy at -9.72 eV.

The geometry in ORCA input format:
```
! wB97M-V def2-TZVPD RIJCOSX def2/J DEFGRID3
* xyz 0 1
C 1.74763 1.92725 0.38795
C 0.72250 1.12204 0.63025
C 0.42228 0.05120 -0.41626
C -0.91591 0.20886 -1.13063
C -2.12449 -0.14888 -0.23442
H 2.57958 1.70202 -0.25456
H 1.93673 2.87127 0.89013
H 0.07516 1.08262 1.49465
H 1.13537 0.16983 -1.24441
H 0.72242 -0.94774 -0.09544
H -0.93873 -0.47418 -1.98427
H -1.03351 1.21141 -1.53570
H -2.02372 -1.05867 0.34790
H -2.36593 0.70696 0.36380
H -2.97704 -0.26828 -0.91054
O 1.35563 -2.91840 1.23130
H 0.51110 -3.18650 1.61344
H 1.17091 -2.05080 0.84682
*
```

Need the natural (NBO) charges? In units of e they are: number 1, C, carries -0.38; number 2, C, carries -0.19; number 3, C, carries -0.42; number 4, C, carries -0.39; number 5, C, carries -0.61; number 6, H, carries 0.19; number 7, H, carries 0.19; number 8, H, carries 0.21; number 9, H, carries 0.21; number 10, H, carries 0.17; number 11, H, carries 0.20; number 12, H, carries 0.21; number 13, H, carries 0.20; number 14, H, carries 0.20; number 15, H, carries 0.21; number 16, O, carries -0.93; number 17, H, carries 0.47; number 18, H, carries 0.46

=====

(7)
A 2-piece molecular cluster, C5H12O overall at a distorted geometry. Source: OMol25; level of theory: ωB97M-V/def2-TZVPD.

As for the LUMO energy: 0.9 eV. The calculation puts the HOMO energy at -8.52 eV.

The geometry in ORCA input format:
```
! wB97M-V def2-TZVPD RIJCOSX def2/J DEFGRID3
* xyz 0 1
C -1.71377 1.56317 -1.54946
C -0.86080 1.10916 -0.38484
C 0.23696 0.30705 -0.55832
C 0.67959 -0.46938 0.60902
C 0.95489 -0.03639 -1.86974
H -2.17218 2.51153 -1.39935
H -2.40500 0.72676 -1.75060
H -1.08730 1.56747 -2.62000
H -1.24516 1.18421 0.65798
H -0.10358 -0.34751 1.44575
H 0.75444 -1.57420 0.27470
H 1.63214 -0.23254 1.01381
H 0.63932 0.59107 -2.68938
H 2.03867 0.33127 -1.69246
H 0.87609 -1.10882 -2.14232
O 0.52026 -1.67830 4.20408
H 1.32530 -2.13835 3.86555
H -0.06987 -2.30619 4.58558
*
```

Need the natural (NBO) charges? In units of e they are: number 1, C, carries -0.64; number 2, C, carries -0.21; number 3, C, carries 0.01; number 4, C, carries -0.63; number 5, C, carries -0.65; number 6, H, carries 0.22; number 7, H, carries 0.22; number 8, H, carries 0.20; number 9, H, carries 0.20; number 10, H, carries 0.22; number 11, H, carries 0.20; number 12, H, carries 0.21; number 13, H, carries 0.22; number 14, H, carries 0.22; number 15, H, carries 0.22; number 16, O, carries -0.95; number 17, H, carries 0.48; number 18, H, carries 0.47

=====

Question: What is the formula in the second record?
Answer: C5H12O

=====

What did the fifth record say?
A 2-piece molecular cluster, C5H12O overall at a distorted geometry. Source: OMol25; level of theory: ωB97M-V/def2-TZVPD.

As for the LUMO energy: 1.0 eV. The calculation puts the HOMO energy at -9.31 eV.

The geometry in ORCA input format:
```
! wB97M-V def2-TZVPD RIJCOSX def2/J DEFGRID3
* xyz 0 1
C 1.78936 -1.02191 1.76612
C 1.45989 -0.37651 0.44614
C 0.24354 -0.08348 0.00481
C 0.03044 0.56577 -1.35068
C -0.80594 1.82933 -1.30047
H 2.84502 -0.93722 1.99628
H 1.51219 -2.06718 1.79455
H 1.26222 -0.56736 2.61123
H 2.34038 -0.19963 -0.16897
H -0.56512 -0.22401 0.71147
H 1.03831 0.78131 -1.68593
H -0.36240 -0.17176 -2.06483
H -1.63732 1.85054 -2.02242
H -0.25784 2.75483 -1.46503
H -1.35962 2.01836 -0.37715
O -2.71149 -1.44810 0.70338
H -2.49923 -0.59846 0.28606
H -2.32239 -2.10452 0.11544
*
```

Need the natural (NBO) charges? In units of e they are: number 1, C, carries -0.65; number 2, C, carries -0.17; number 3, C, carries -0.19; number 4, C, carries -0.44; number 5, C, carries -0.62; number 6, H, carries 0.21; number 7, H, carries 0.22; number 8, H, carries 0.22; number 9, H, carries 0.19; number 10, H, carries 0.19; number 11, H, carries 0.21; number 12, H, carries 0.21; number 13, H, carries 0.21; number 14, H, carries 0.22; number 15, H, carries 0.21; number 16, O, carries -0.93; number 17, H, carries 0.47; number 18, H, carries 0.47